Molecular formula: C44H77N11
Method: DFT, the ωB97M-V functional and the def2-TZVPD basis

```
132
Properties=species:S:1:pos:R:3:forces:R:3:lowdin_charge:R:1
C 28.269 -4.235 -7.971 1.030 -1.265 -0.575 -0.079
C 28.875 -5.693 -8.151 -0.009 1.023 0.761 -0.230
C 28.225 -6.877 -7.416 -1.503 0.034 -0.723 -0.195
C 26.772 -6.997 -7.785 -0.580 -0.360 -0.055 -0.224
N 25.639 -7.113 -8.011 1.457 0.192 0.231 0.130
H 28.444 -3.863 -6.962 -0.549 -0.246 0.124 0.038
H 27.246 -4.129 -8.331 -0.044 -0.131 0.371 0.067
H 28.888 -3.578 -8.583 -0.030 0.034 -0.214 0.065
H 29.903 -5.641 -7.790 0.093 -0.050 0.026 0.076
H 28.964 -5.983 -9.198 -0.276 0.248 -0.085 0.109
H 28.215 -6.902 -6.326 0.436 0.479 0.002 0.075
H 28.727 -7.786 -7.747 -0.068 -0.137 0.058 0.106
C 31.158 -15.928 -1.772 -0.678 -0.022 2.053 -0.071
C 30.191 -16.010 -0.507 1.095 -0.460 -0.667 -0.238
C 28.726 -15.981 -0.858 0.074 0.726 -0.045 -0.232
C 28.348 -17.169 -1.602 -0.642 -2.126 -1.189 -0.228
N 28.112 -18.173 -2.152 0.436 2.088 0.958 0.146
H 30.957 -15.042 -2.375 -0.147 -0.118 -0.045 0.056
H 31.108 -16.850 -2.352 -0.008 0.149 -0.065 0.061
H 32.150 -15.819 -1.336 0.196 -0.099 -0.370 0.065
H 30.381 -15.202 0.198 0.127 0.149 -0.202 0.108
H 30.359 -16.935 0.045 0.423 -0.073 -0.032 0.106
H 28.617 -15.066 -1.439 -0.697 -0.069 -0.258 0.086
H 28.113 -15.887 0.039 -0.145 -0.060 -0.151 0.093
C 24.538 -11.214 0.103 -0.427 -0.125 -0.641 -0.089
C 25.013 -11.493 -1.377 0.487 0.265 1.041 -0.226
C 25.014 -12.976 -1.798 -0.540 -0.351 0.109 -0.220
C 25.525 -13.847 -0.741 1.399 -1.883 2.299 -0.217
N 25.961 -14.550 0.094 -1.231 1.866 -2.175 0.153
H 23.454 -11.107 0.129 -0.155 -0.029 -0.187 0.064
H 24.911 -10.284 0.533 0.298 0.052 -0.351 0.059
H 24.738 -11.988 0.843 0.422 -0.210 -0.323 0.057
H 26.046 -11.177 -1.525 0.153 0.140 0.347 0.086
H 24.448 -10.849 -2.051 -0.221 -0.442 -0.144 0.087
H 25.616 -13.202 -2.678 0.175 0.472 -0.010 0.073
H 24.033 -13.373 -2.058 -0.288 0.241 0.135 0.107
C 30.630 -2.875 -5.419 0.448 -0.201 0.642 -0.095
C 31.146 -3.561 -4.122 0.082 0.446 -1.320 -0.236
C 30.459 -4.885 -3.836 -0.387 -0.419 0.638 -0.190
C 30.695 -5.978 -4.785 0.369 -1.769 -1.655 -0.170
N 30.869 -6.884 -5.507 -0.295 2.202 1.607 0.203
H 30.831 -3.480 -6.304 -0.358 -0.250 0.054 0.067
H 31.168 -1.947 -5.611 -0.052 0.110 0.262 0.074
H 29.572 -2.646 -5.293 -0.034 -0.049 -0.336 0.070
H 30.988 -2.862 -3.300 0.080 -0.233 0.182 0.111
H 32.215 -3.735 -4.250 0.099 0.035 0.278 0.108
H 29.384 -4.765 -3.704 -0.232 0.126 -0.419 0.120
H 30.735 -5.291 -2.863 0.399 0.008 0.125 0.084
C 22.301 -15.317 -7.635 0.235 -0.414 -0.994 -0.115
C 23.053 -14.119 -7.164 0.472 0.226 0.902 -0.268
C 23.549 -14.350 -5.701 -0.836 0.508 -0.604 -0.168
C 23.848 -13.070 -5.077 1.235 1.940 0.795 -0.211
N 24.088 -12.022 -4.622 -0.480 -1.865 -0.872 0.179
H 22.868 -16.225 -7.428 -0.241 -0.177 0.292 0.081
H 22.289 -15.265 -8.724 -0.518 -0.107 -0.097 0.078
H 21.286 -15.352 -7.238 0.106 -0.220 -0.008 0.084
H 22.427 -13.233 -7.264 0.057 0.106 0.293 0.110
H 23.937 -13.952 -7.780 0.063 0.017 -0.013 0.093
H 24.381 -15.054 -5.741 0.181 0.304 0.304 0.108
H 22.762 -14.775 -5.078 -0.141 -0.293 -0.151 0.121
C 28.510 -8.858 -4.218 -1.107 -0.734 -0.288 -0.109
C 27.380 -9.737 -4.815 1.020 0.093 -0.037 -0.219
C 27.816 -11.188 -5.112 -0.625 -0.441 0.873 -0.178
C 28.129 -12.037 -3.930 0.762 -1.468 3.031 -0.178
N 28.274 -12.721 -2.972 -0.440 2.198 -3.327 0.156
H 29.400 -8.907 -4.845 0.112 -0.125 0.237 0.043
H 28.688 -9.186 -3.194 0.429 0.258 -0.080 0.049
H 28.166 -7.823 -4.235 0.089 0.090 0.268 0.046
H 27.116 -9.306 -5.781 -0.262 -0.087 -0.098 0.079
H 26.489 -9.742 -4.187 0.010 0.031 0.025 0.105
H 28.604 -11.235 -5.863 -0.009 -0.134 0.083 0.105
H 26.933 -11.738 -5.439 -0.052 0.089 -0.759 0.072
C 31.830 -10.461 -6.324 0.269 0.632 0.042 -0.105
C 32.692 -9.878 -5.201 0.350 0.280 0.321 -0.241
C 33.757 -8.765 -5.539 0.151 -0.378 -0.713 -0.171
C 34.495 -8.932 -6.838 -0.419 0.077 0.377 -0.223
N 35.076 -9.008 -7.832 -0.332 -0.042 0.562 0.123
H 31.210 -11.248 -5.894 -0.050 -0.026 -0.107 0.059
H 32.383 -10.865 -7.172 0.135 -0.033 0.116 0.072
H 31.188 -9.664 -6.698 -0.166 -0.096 -0.170 0.057
H 33.151 -10.683 -4.626 0.411 -0.071 -0.261 0.101
H 31.995 -9.455 -4.479 0.048 0.353 0.057 0.071
H 34.535 -8.660 -4.784 0.000 -0.545 0.238 0.099
H 33.338 -7.759 -5.528 -0.465 -0.133 -0.417 0.070
C 25.061 -11.996 -10.282 -0.831 -0.638 0.907 -0.106
C 24.570 -11.195 -9.031 2.170 -0.498 -1.113 -0.207
C 25.705 -11.197 -7.962 0.281 0.377 -0.057 -0.190
C 27.081 -10.930 -8.488 -1.260 -0.177 0.315 -0.243
N 28.159 -10.822 -8.863 0.305 0.237 -0.050 0.150
H 26.022 -11.701 -10.705 -0.263 0.508 0.017 0.066
H 24.256 -12.001 -11.016 0.259 0.109 -0.275 0.068
H 25.209 -13.034 -9.984 -0.010 -0.228 0.006 0.064
H 23.682 -11.676 -8.623 0.001 0.381 -0.006 0.083
H 24.403 -10.189 -9.418 -0.361 0.139 0.631 0.104
H 25.824 -12.150 -7.447 -0.279 -0.338 -0.229 0.061
H 25.502 -10.488 -7.160 -0.022 0.231 -0.084 0.094
C 34.011 -6.203 -2.474 -0.840 0.119 1.456 -0.094
C 33.260 -5.615 -1.251 -0.638 -0.974 -0.097 -0.225
C 32.360 -6.678 -0.476 1.441 0.690 0.308 -0.183
C 31.518 -7.607 -1.230 1.702 2.336 1.232 -0.252
N 30.904 -8.371 -1.788 -1.572 -1.752 -1.467 0.189
H 33.229 -6.601 -3.120 0.502 0.002 -0.616 0.048
H 34.615 -7.017 -2.074 0.008 -0.240 -0.270 0.077
H 34.709 -5.487 -2.910 -0.404 0.012 -0.329 0.076
H 32.546 -4.823 -1.478 0.343 0.291 -0.485 0.079
H 34.006 -5.200 -0.573 -0.292 -0.076 0.333 0.103
H 31.780 -6.129 0.265 -0.248 -0.199 -0.203 0.078
H 33.009 -7.313 0.127 0.103 -0.125 0.010 0.118
C 27.254 -7.092 -1.177 0.296 0.407 -0.575 -0.097
C 27.813 -5.800 -0.595 -1.234 -0.040 0.467 -0.251
C 28.028 -5.912 0.903 0.065 0.356 0.701 -0.200
C 29.188 -6.685 1.296 2.622 -1.301 0.790 -0.208
N 30.134 -7.285 1.628 -2.059 1.204 -0.676 0.164
H 27.089 -6.888 -2.235 0.229 -0.551 -0.195 0.063
H 26.275 -7.389 -0.800 0.051 0.267 0.422 0.078
H 27.951 -7.912 -1.003 0.002 -0.088 -0.361 0.069
H 27.070 -5.010 -0.707 -0.131 0.067 -0.157 0.108
H 28.695 -5.416 -1.108 0.216 -0.382 0.055 0.096
H 27.216 -6.384 1.456 -0.483 -0.038 -0.439 0.127
H 28.092 -4.919 1.348 0.319 0.063 0.081 0.121
C 30.521 -15.138 -5.351 0.504 -0.217 0.023 -0.111
C 29.626 -16.355 -5.166 -0.326 0.326 -0.372 -0.239
C 28.147 -15.957 -4.988 0.071 0.265 0.073 -0.184
C 27.546 -15.075 -6.009 -0.200 0.605 -1.064 -0.195
N 27.054 -14.391 -6.811 0.567 -0.884 1.213 0.165
H 31.571 -15.429 -5.321 0.061 -0.153 -0.075 0.075
H 30.418 -14.411 -4.546 -0.328 0.126 -0.075 0.052
H 30.367 -14.668 -6.322 -0.177 0.166 0.082 0.075
H 29.900 -16.904 -4.264 -0.056 -0.031 -0.061 0.077
H 29.736 -17.032 -6.013 0.003 -0.045 -0.011 0.112
H 28.117 -15.386 -4.060 -0.335 -0.010 0.182 0.086
H 27.500 -16.830 -4.898 0.051 -0.019 0.148 0.114
```
Positions in Å, forces in eV/Å.

## Properties
Net charge ... 0
DFT total energy ... -2324.9563 Eh
Frontier orbital gap ... 11.04 eV
Energy relative to the best compared isomer or geometry (same formula, charge and spin) ... 172.6 kJ/mol
Max |F| ... 0.078 Eh/bohr
2S+1 ... 1
E_LUMO ... 0.1 eV

---

Molecular formula: C39H89N8O6P
Method: DFT, the ωB97M-V functional and the def2-TZVPD basis

```
143
Properties=species:S:1:pos:R:3:forces:R:3:lowdin_charge:R:1
C -11.703 -6.452 -9.340 -1.158 0.865 -0.221 -0.119
N -10.404 -5.842 -9.541 0.282 0.074 0.449 -0.295
C -9.471 -6.127 -8.469 1.021 0.049 0.606 -0.131
P -10.076 -4.620 -10.631 -0.739 0.684 -0.445 0.522
O -11.168 -4.511 -11.631 0.333 -0.104 0.488 -0.295
N -9.758 -3.240 -9.693 0.012 -0.263 0.709 -0.303
C -10.542 -3.008 -8.481 -0.774 -0.842 -0.076 -0.115
C -9.336 -2.007 -10.371 0.244 -1.324 -0.318 -0.107
N -8.621 -4.861 -11.389 -0.686 0.296 -0.183 -0.309
C -7.366 -4.926 -10.671 -0.189 0.792 0.191 -0.121
C -8.625 -5.566 -12.675 1.201 -0.489 0.563 -0.091
H -11.717 -7.540 -9.360 0.409 -0.051 0.140 0.084
H -12.444 -6.123 -10.072 0.481 0.041 -0.407 0.077
H -12.144 -6.075 -8.410 0.175 -0.389 0.316 0.077
H -9.932 -6.432 -7.526 -0.517 -0.248 -0.344 0.087
H -8.880 -5.268 -8.128 -0.081 0.231 -0.538 0.063
H -8.739 -6.894 -8.741 -0.148 -0.155 0.017 0.074
H -11.045 -2.043 -8.515 0.096 0.096 0.019 0.083
H -11.331 -3.762 -8.393 -0.098 0.138 -0.180 0.070
H -10.015 -3.127 -7.529 0.547 0.364 -0.190 0.074
H -10.181 -1.581 -10.914 0.165 0.299 -0.084 0.089
H -8.887 -1.291 -9.685 -0.178 -0.035 0.207 0.075
H -8.553 -2.348 -11.053 -0.116 0.536 -0.330 0.066
H -7.238 -5.913 -10.221 0.574 0.016 -0.111 0.078
H -6.539 -4.585 -11.298 0.030 -0.692 -0.317 0.082
H -7.351 -4.150 -9.902 -0.317 -0.327 0.313 0.051
H -8.207 -6.565 -12.495 -0.138 -0.141 -0.191 0.080
H -7.901 -5.065 -13.321 -0.236 0.071 -0.273 0.082
H -9.588 -5.684 -13.154 -0.185 0.417 0.225 0.074
C -3.281 1.685 -11.495 0.148 -0.336 -2.079 -0.041
C -2.687 0.586 -10.635 1.099 0.965 0.782 -0.522
C -1.245 0.353 -11.133 -0.273 0.120 -0.887 -0.042
C -2.598 1.095 -9.177 -0.109 -0.564 -0.459 -0.139
C -4.000 1.210 -8.584 0.270 -0.064 0.720 -0.171
C -4.673 -0.179 -8.590 1.006 1.249 0.478 -0.129
C -4.704 -0.767 -10.003 -0.653 -2.006 0.333 -0.490
C -5.012 -2.283 -9.813 -1.301 0.775 -0.973 -0.032
C -5.813 -0.187 -10.882 0.341 0.269 -0.514 -0.008
N -3.380 -0.709 -10.624 1.036 0.788 1.519 -0.106
O -3.247 -1.391 -11.852 -0.665 0.245 -0.047 -0.011
H -2.541 2.458 -11.709 0.009 0.091 0.377 0.086
H -3.408 1.203 -12.477 -0.307 0.254 -0.005 0.093
H -4.221 2.173 -11.259 -0.001 -0.227 0.482 0.066
H -1.269 0.077 -12.192 -0.097 -0.685 0.185 0.081
H -0.629 1.250 -11.240 -0.234 0.228 0.888 0.086
H -0.747 -0.392 -10.514 0.118 -0.060 -0.159 0.088
H -1.957 0.399 -8.623 -0.434 -0.249 0.201 0.118
H -2.014 2.016 -9.128 -0.376 0.280 -0.306 0.122
H -3.869 1.597 -7.569 -0.347 -0.159 0.113 0.110
H -4.621 1.944 -9.097 0.134 0.037 -0.215 0.100
H -5.649 -0.158 -8.100 -0.330 0.126 -0.579 0.125
H -4.086 -0.758 -7.869 0.261 -0.457 -0.507 0.098
H -5.141 -2.732 -10.801 0.722 -0.263 0.062 0.077
H -6.035 -2.385 -9.438 0.157 0.152 0.534 0.062
H -4.317 -2.789 -9.159 0.210 -0.104 -0.222 0.052
H -6.804 -0.571 -10.650 0.062 -0.110 0.103 0.060
H -5.540 -0.475 -11.900 -0.365 -0.013 -0.076 0.093
H -5.866 0.901 -10.877 0.041 0.002 0.177 0.070
H -2.508 -1.979 -11.668 -0.102 -0.133 -0.132 0.109
C 0.478 -7.058 -10.186 -0.109 -0.500 0.404 -0.012
C 0.042 -8.541 -9.887 -0.492 0.854 -1.469 -0.496
C -0.818 -9.012 -11.056 -0.994 -0.954 -0.919 -0.044
C 1.329 -9.373 -9.770 0.311 -0.085 1.164 -0.134
C 1.223 -10.674 -8.974 -1.462 -0.587 -1.090 -0.182
C 0.504 -10.484 -7.640 1.703 0.713 -1.018 -0.150
C -0.817 -9.695 -7.777 0.000 -1.673 1.472 -0.463
C -1.877 -10.771 -8.146 -0.338 0.565 -1.093 -0.036
C -1.121 -9.204 -6.335 0.086 0.882 0.575 -0.012
N -0.727 -8.546 -8.663 0.959 -0.308 1.731 -0.116
O -1.998 -7.948 -8.744 0.038 0.044 -0.640 -0.003
H -0.095 -6.590 -10.983 -0.129 -0.046 0.052 0.072
H 0.333 -6.506 -9.257 0.134 0.207 -0.105 0.080
H 1.533 -7.012 -10.458 0.000 0.025 -0.039 0.070
H -1.403 -9.901 -10.805 0.374 -0.185 0.073 0.064
H -1.614 -8.344 -11.393 0.293 0.513 0.441 0.077
H -0.274 -9.255 -11.974 0.359 0.074 0.217 0.085
H 1.711 -9.574 -10.769 0.002 0.134 -0.059 0.119
H 2.060 -8.746 -9.250 0.088 0.042 -0.078 0.115
H 0.601 -11.366 -9.562 0.075 -0.017 -0.095 0.110
H 2.178 -11.193 -8.889 0.143 0.272 0.220 0.110
H 1.251 -9.976 -7.018 -0.420 0.258 0.283 0.114
H 0.350 -11.470 -7.207 -0.299 0.140 0.254 0.115
H -1.709 -11.730 -7.658 -0.054 0.173 0.441 0.079
H -1.837 -11.002 -9.214 0.062 0.029 0.006 0.064
H -2.890 -10.408 -7.963 0.007 -0.073 0.153 0.069
H -0.295 -9.347 -5.632 0.201 -0.282 -0.293 0.076
H -1.977 -9.644 -5.821 -0.123 -0.086 -0.493 0.042
H -1.241 -8.118 -6.321 -0.311 -0.045 -0.158 0.078
H -1.880 -7.072 -8.351 -0.123 0.069 0.118 0.056
C -6.089 -11.108 -3.816 -0.530 1.837 0.661 -0.026
C -5.143 -10.648 -4.938 0.540 -0.906 -0.090 -0.484
C -4.461 -9.323 -4.571 0.897 -0.451 2.067 -0.037
C -4.028 -11.715 -4.984 0.710 -0.693 -2.034 -0.145
C -4.523 -12.994 -5.659 -0.930 0.077 -0.686 -0.165
C -5.088 -12.738 -7.081 0.259 0.424 1.138 -0.119
C -6.190 -11.664 -7.056 -0.172 0.265 -0.030 -0.515
C -6.431 -11.175 -8.479 -0.760 -1.035 -0.832 -0.042
C -7.502 -12.256 -6.517 -1.110 0.531 -0.088 -0.033
N -5.753 -10.510 -6.266 2.009 -0.391 -0.180 -0.113
O -6.611 -9.401 -6.341 -0.381 -0.079 0.276 -0.013
H -6.750 -11.954 -3.959 0.416 -0.358 -0.386 0.065
H -5.499 -11.226 -2.905 -0.069 -0.231 0.022 0.090
H -6.770 -10.272 -3.607 -0.046 -0.092 0.024 0.085
H -3.561 -9.571 -3.984 -0.213 -0.386 0.262 0.084
H -3.925 -8.703 -5.288 -1.092 0.052 -0.728 0.067
H -5.059 -8.822 -3.806 -0.166 0.742 -0.627 0.076
H -3.189 -11.356 -5.597 -0.271 0.207 -0.206 0.089
H -3.497 -11.974 -4.067 -0.772 0.385 0.576 0.123
H -3.761 -13.770 -5.731 0.038 0.011 0.249 0.111
H -5.396 -13.382 -5.130 0.334 -0.301 0.507 0.092
H -5.581 -13.653 -7.407 0.246 -0.059 -0.349 0.122
H -4.262 -12.460 -7.736 -0.177 0.039 -0.246 0.101
H -6.760 -12.036 -9.078 0.062 -0.122 0.177 0.086
H -5.559 -10.827 -9.033 0.119 0.498 0.491 0.083
H -7.293 -10.511 -8.543 0.328 0.410 0.096 0.081
H -8.184 -12.569 -7.313 0.337 -0.305 -0.122 0.081
H -8.074 -11.452 -6.042 0.142 -0.009 0.161 0.085
H -7.430 -13.069 -5.797 0.298 -0.046 -0.026 0.071
H -6.061 -8.734 -6.770 -0.099 -0.038 -0.049 0.092
C -5.330 -3.451 -6.646 0.246 0.681 0.415 -0.058
N -4.439 -4.585 -6.770 0.208 -0.203 -0.116 -0.164
C -4.840 -5.800 -6.097 -0.882 0.316 0.875 -0.037
C -3.197 -4.484 -7.307 -0.105 -0.117 0.893 -0.306
O -2.379 -5.389 -7.281 0.017 0.063 -0.386 0.001
H -5.724 -3.287 -5.638 0.338 -0.566 0.241 0.095
H -6.228 -3.478 -7.264 0.281 -0.142 -0.453 0.083
H -4.724 -2.564 -6.821 -0.331 0.149 -0.454 0.066
H -4.057 -6.528 -5.922 0.260 0.100 -0.615 0.069
H -5.172 -5.489 -5.100 -0.122 -0.135 -0.014 0.085
H -5.721 -6.239 -6.574 0.196 -0.189 -0.148 0.093
H -2.948 -3.474 -7.670 -0.106 -0.075 -0.151 0.132
C -2.361 -4.391 -2.949 -0.420 0.398 1.123 -0.038
N -3.468 -4.974 -2.175 0.055 0.801 -0.108 -0.192
C -3.771 -6.334 -2.462 -0.828 -1.404 -0.985 -0.074
C -4.271 -4.172 -1.433 -0.552 0.049 -0.592 -0.350
O -5.315 -4.497 -0.907 0.272 -0.119 0.197 0.016
H -1.479 -4.474 -2.313 0.493 -0.334 -0.743 0.092
H -2.502 -3.319 -3.096 -0.272 -0.028 0.067 0.079
H -2.319 -4.836 -3.940 0.373 -0.295 0.127 0.082
H -2.948 -7.025 -2.266 0.138 0.236 -0.026 0.098
H -4.662 -6.776 -2.014 0.111 0.722 0.850 0.094
H -4.069 -6.424 -3.515 0.587 -0.040 -0.111 0.054
H -3.920 -3.125 -1.446 0.093 -0.056 0.207 0.131
```
Positions in Å, forces in eV/Å.

## Properties
Net charge ... 0
DFT total energy ... -2770.0662 Eh
Frontier orbital gap ... 8.22 eV
Max |F| ... 0.045 Eh/bohr
2S+1 ... 1
E_LUMO ... 0.2 eV

---

What is the 2S+1 in the first record?
1